1) Here is one molecule with the formula C3H5FN2 from OMol25. Energies are from ωB97M-V/def2-TZVPD.

The geometry in XYZ format:
```
11
C3H5FN2, DFT ωB97M-V/def2-TZVPD
C 1.120 0.428 -0.861
C -0.374 -0.110 -0.791
C -0.889 -1.497 1.154
N 1.816 1.125 -0.082
N -0.852 -0.289 0.627
F -1.319 -1.208 2.375
H 1.740 -0.041 -1.696
H -1.068 0.674 -1.330
H -0.463 -1.107 -1.260
H 1.282 1.410 0.696
H -0.993 0.613 1.167
```

Calculated values
Spin multiplicity: 1
Kohn-Sham gap, eV: 10.80


2) Here is one molecule with the formula C3H5FN2 from OMol25. Energies are from ωB97M-V/def2-TZVPD.

The geometry in XYZ format:
```
11
C3H5FN2, DFT ωB97M-V/def2-TZVPD
C -0.702 0.949 -0.464
C 0.682 0.905 0.110
C 1.587 -0.075 0.003
H -2.097 -1.495 0.617
H -0.525 -1.300 0.772
H -1.060 1.822 -0.968
H 1.082 1.823 0.509
H 2.552 -0.097 0.468
N -1.302 -1.263 0.105
N -1.552 -0.039 -0.481
F 1.335 -1.231 -0.671
```

Calculated values
Spin multiplicity: 1
Structure (SMILES): N/N=C\C=C/F
Kohn-Sham gap, eV: 9.91


Least stable of them? 1).


1) Here is C10H40BeN20O14S as an isolated structure from OMol25. Energies are from ωB97M-V/def2-TZVPD.

The geometry in XYZ format:
```
86
C10H40BeN20O14S, DFT ωB97M-V/def2-TZVPD
Be 2.067 0.532 -3.200
S 0.411 -0.050 -0.864
O 0.879 -0.924 0.232
O 1.244 1.155 -0.932
O 0.665 -0.793 -2.149
O -0.999 0.240 -0.604
C 1.221 6.025 0.419
O 1.312 5.621 1.561
N 1.007 5.137 -0.619
N 1.343 7.316 -0.005
H 1.068 5.332 -1.600
H 1.166 4.199 -0.290
H 1.432 7.439 -0.995
H 1.459 8.085 0.627
C -0.766 -2.033 3.065
O -1.263 -2.287 4.142
N 0.612 -1.920 2.836
N -1.481 -1.916 1.895
H 0.852 -1.467 1.958
H 1.120 -1.657 3.662
H -2.487 -1.859 1.855
H -0.862 -1.491 1.230
C -4.437 -2.300 -0.078
O -4.482 -1.864 1.070
N -3.409 -2.085 -0.944
N -5.519 -2.922 -0.641
H -3.506 -2.234 -1.930
H -2.637 -1.540 -0.604
H -5.563 -3.096 -1.625
H -6.268 -3.057 0.014
C -0.591 2.786 -2.977
O 0.137 1.937 -3.559
N -1.202 2.582 -1.818
N -0.733 4.066 -3.430
H -1.096 1.693 -1.355
H -1.739 3.295 -1.355
H -1.176 4.725 -2.818
H -0.335 4.292 -4.322
C -4.532 1.484 -1.892
O -5.391 1.926 -2.647
N -3.476 0.733 -2.341
N -4.667 1.586 -0.542
H -3.002 0.258 -1.598
H -3.187 0.860 -3.289
H -5.280 2.297 -0.190
H -4.167 0.980 0.085
C -1.256 2.529 2.134
O -1.516 3.153 3.155
N -0.173 2.843 1.366
N -1.941 1.426 1.720
H -0.016 2.210 0.605
H 0.416 3.585 1.722
H -1.648 0.910 0.896
H -2.851 1.279 2.117
C 4.478 -0.572 -0.884
O 4.053 0.044 -1.896
N 5.824 -0.846 -0.796
N 3.751 -1.264 -0.015
H 6.112 -1.371 0.007
H 6.285 -0.949 -1.683
H 2.740 -1.204 0.067
H 4.229 -1.722 0.743
C 3.407 1.383 2.439
O 4.453 1.586 3.043
N 2.476 0.444 2.748
N 3.146 2.050 1.261
H 2.394 0.007 3.644
H 1.925 0.099 1.984
H 2.328 1.782 0.738
H 3.725 2.836 1.038
C -0.552 -4.102 -1.930
O -0.589 -5.255 -2.338
N -0.978 -3.011 -2.670
N 0.186 -3.764 -0.854
H -1.198 -3.249 -3.622
H -0.439 -2.165 -2.461
H 0.594 -4.476 -0.275
H 0.337 -2.814 -0.574
C 1.768 -5.329 2.337
O 1.081 -5.337 3.332
N 1.980 -4.191 1.565
N 2.411 -6.428 1.829
H 2.778 -4.179 0.959
H 1.461 -3.368 1.891
H 2.219 -7.297 2.292
H 2.857 -6.356 0.936
```

Calculated values
Spin multiplicity: 1
Kohn-Sham gap, eV: 3.85


2) Here is C10H40BeN20O14S as an isolated structure from OMol25. Energies are from ωB97M-V/def2-TZVPD.

The geometry in XYZ format:
```
86
C10H40BeN20O14S, DFT ωB97M-V/def2-TZVPD
Be 2.783 -0.139 1.103
S 0.031 0.077 0.386
O 1.096 -0.707 -0.253
O 0.715 0.590 1.636
O -0.366 1.231 -0.411
O -1.107 -0.776 0.742
C -2.887 3.875 0.381
O -3.535 4.855 0.046
N -2.310 3.675 1.585
N -2.624 2.862 -0.514
H -2.547 4.292 2.340
H -1.915 2.768 1.753
H -3.001 2.932 -1.440
H -1.911 2.160 -0.325
C 2.232 3.306 0.696
O 2.900 2.263 0.757
N 2.746 4.526 0.357
N 0.907 3.339 0.975
H 2.023 5.127 0.002
H 3.637 4.472 -0.112
H 0.391 4.184 0.808
H 0.424 2.460 1.051
C -3.052 -3.392 -0.681
O -3.575 -4.390 -1.133
N -1.843 -3.337 -0.019
N -3.632 -2.144 -0.724
H -1.429 -2.421 0.135
H -1.291 -4.173 0.016
H -4.571 -2.002 -1.039
H -3.079 -1.432 -0.282
C 3.483 -0.343 -2.352
O 3.491 0.125 -1.216
N 4.301 -1.319 -2.802
N 2.568 0.125 -3.237
H 5.033 -1.607 -2.174
H 4.390 -1.594 -3.762
H 1.960 0.838 -2.827
H 2.528 -0.097 -4.215
C 1.386 -2.667 2.989
O 2.214 -1.747 2.917
N 0.108 -2.585 2.563
N 1.709 -3.929 3.389
H -0.308 -1.776 2.138
H -0.346 -3.478 2.530
H 1.071 -4.700 3.431
H 2.684 -4.137 3.522
C 2.998 -3.219 -0.246
O 3.578 -2.290 0.362
N 1.687 -3.297 -0.505
N 3.758 -4.239 -0.720
H 1.373 -3.985 -1.167
H 1.154 -2.442 -0.380
H 4.756 -4.181 -0.672
H 3.289 -4.854 -1.361
C 0.401 2.734 -3.657
O 0.893 3.367 -4.582
N -0.901 2.389 -3.529
N 1.107 2.519 -2.507
H -1.537 2.385 -4.304
H -1.214 1.935 -2.687
H 2.085 2.723 -2.409
H 0.643 2.251 -1.649
C -4.052 0.345 2.838
O -4.842 0.400 3.770
N -2.726 0.097 3.012
N -4.422 0.661 1.565
H -2.391 0.208 3.954
H -2.064 -0.057 2.265
H -5.324 0.994 1.280
H -3.877 0.381 0.767
C -0.854 -1.758 -4.334
O -0.009 -2.614 -4.603
N -0.804 -1.085 -3.148
N -1.900 -1.508 -5.161
H 0.095 -1.177 -2.705
H -1.485 -0.358 -3.040
H -2.414 -0.658 -5.019
H -1.738 -1.937 -6.057
C 0.460 1.460 5.008
O 0.485 1.674 6.218
N -0.228 2.305 4.185
N 1.007 0.390 4.393
H -0.568 3.188 4.509
H -0.371 2.002 3.240
H 1.505 -0.262 4.969
H 0.967 0.326 3.376
```

Calculated values
Spin multiplicity: 1
Kohn-Sham gap, eV: 7.21


Least stable of them? 1).


1) Here is a 4-piece molecular cluster, C3H16NO3 overall from OMol25. Energies are from ωB97M-V/def2-TZVPD.

The geometry in XYZ format:
```
23
C3H16NO3, DFT ωB97M-V/def2-TZVPD
C 0.253 1.451 0.110
C 0.406 2.005 -1.281
C 1.638 1.400 -2.018
N -0.092 -0.013 0.085
H 1.194 1.548 0.642
H -0.497 1.954 0.715
H 0.503 3.083 -1.297
H -0.444 1.722 -1.909
H 2.463 1.301 -1.312
H 1.426 0.584 -2.704
H 1.995 2.164 -2.715
H -1.037 -0.221 0.417
H -0.060 -0.333 -0.883
H 0.529 -0.613 0.650
H -0.872 -2.753 2.423
H -2.206 -2.522 1.696
O -1.251 -2.518 1.570
H -3.521 -1.161 -0.622
H -2.287 -1.993 -0.549
O -2.571 -1.071 -0.472
H 1.817 -2.021 2.510
H 1.460 -0.608 2.720
O 1.154 -1.385 2.224
```

Calculated values
Spin multiplicity: 1
Charge: +1
Kohn-Sham gap, eV: 12.24


2) Here is a 4-piece molecular cluster, C3H16NO3 overall from OMol25. Energies are from ωB97M-V/def2-TZVPD.

The geometry in XYZ format:
```
23
C3H16NO3, DFT ωB97M-V/def2-TZVPD
C -0.391 0.103 -0.507
C -0.040 0.351 -1.992
C -0.300 1.822 -2.369
N 0.467 -0.968 0.089
H -0.330 0.987 0.122
H -1.418 -0.252 -0.478
H -0.590 -0.341 -2.621
H 1.032 0.148 -2.081
H -0.638 1.873 -3.410
H -1.080 2.242 -1.744
H 0.612 2.411 -2.423
H 0.196 -1.892 -0.235
H 1.482 -0.836 0.000
H 0.273 -0.952 1.105
H -1.095 -0.334 3.003
H 0.219 -0.947 3.545
O -0.199 -0.594 2.754
H 3.745 -2.121 -0.463
H 3.296 -2.794 0.844
O 3.042 -2.103 0.205
H -2.373 1.657 2.852
H -3.330 1.484 1.688
O -2.579 1.055 2.117
```

Calculated values
Spin multiplicity: 1
Charge: +1
Kohn-Sham gap, eV: 12.40


Least stable of them? 1).